# 1
Density functional theory data (the ωB97M-V functional and the def2-TZVPD basis) for C26H26Br27N2O2PS2 as an isolated structure in a non-equilibrium geometry.

The value obtained for the HOMO energy is -8.3 eV. For the max |F|, the calculation gives 4.25 eV/A. Its molar mass is 2651.022 g mol⁻¹. As for the frontier orbital gap: 7.62 eV. The value obtained for the energy relative to the best compared isomer or geometry (same formula, charge and spin) is 0.000 eV.

CARTESIAN COORDINATES (ANGSTROEM)
1 C 0.512 -0.366 -1.762
2 C 0.777 -0.056 -3.192
3 O 1.152 -0.936 -3.940
4 O 0.628 1.223 -3.676
5 C -0.605 1.337 -4.400
6 C -1.803 1.560 -3.498
7 C -1.909 2.545 -2.664
8 C -0.796 3.548 -2.493
9 C 0.063 3.272 -1.287
10 C 1.321 3.726 -1.258
11 C 2.084 3.537 -0.198
12 C 1.625 2.897 0.884
13 C 0.384 2.423 0.849
14 C -0.368 2.605 -0.225
15 C -3.091 2.743 -1.873
16 C -3.123 3.914 -0.964
17 C -4.081 1.879 -1.952
18 P -5.540 2.104 -0.880
19 S -6.652 0.540 -0.648
20 C -3.971 0.819 -2.829
21 N -4.850 -0.108 -3.045
22 S -4.307 -1.066 -4.167
23 N -2.901 -0.364 -4.434
24 C -2.833 0.638 -3.637
25 H 1.129 0.201 -1.083
26 H -0.533 -0.258 -1.500
27 H 0.757 -1.405 -1.623
28 H -0.525 2.131 -5.122
29 H -0.735 0.403 -4.926
30 H -0.156 3.449 -3.352
31 H -1.167 4.559 -2.444
32 H 1.725 4.244 -2.102
33 H 3.094 3.901 -0.193
34 H 2.191 2.747 1.768
35 H -0.026 1.879 1.673
36 H -1.353 2.185 -0.182
37 H -2.801 4.823 -1.445
38 H -4.098 4.069 -0.543
39 H -2.469 3.759 -0.119
40 H -6.206 3.259 -1.333
41 H -5.011 2.461 0.371
42 C 3.882 -0.721 1.619
43 Br 2.183 -1.257 2.343
44 Br 4.755 -2.091 0.590
45 Br 3.602 0.895 0.623
46 H 4.524 -0.495 2.453
47 C -2.214 -4.924 -3.056
48 Br -3.441 -5.740 -4.294
49 Br -2.751 -3.114 -2.640
50 Br -1.958 -6.025 -1.501
51 H -1.260 -4.860 -3.557
52 C 5.639 0.319 -3.809
53 Br 3.783 -0.176 -3.782
54 Br 6.485 -0.191 -5.460
55 Br 5.890 2.196 -3.441
56 H 6.131 -0.228 -3.017
57 C -2.211 -1.886 2.281
58 Br -0.897 -2.675 3.448
59 Br -4.003 -2.249 2.872
60 Br -1.906 0.003 2.049
61 H -2.092 -2.344 1.312
62 C 8.306 -2.201 3.237
63 Br 7.733 -4.016 3.494
64 Br 9.028 -1.917 1.477
65 Br 6.899 -0.951 3.634
66 H 9.100 -2.013 3.943
67 C 9.734 -1.434 7.614
68 Br 7.872 -1.892 7.494
69 Br 10.765 -2.216 6.186
70 Br 9.985 0.470 7.716
71 H 10.107 -1.854 8.535
72 C -10.851 -0.247 0.110
73 Br -9.909 -0.973 -1.400
74 Br -10.272 1.552 0.450
75 Br -12.761 -0.386 -0.081
76 H -10.574 -0.834 0.971
77 C 5.621 0.640 9.779
78 Br 4.762 1.914 10.935
79 Br 5.152 -1.169 10.245
80 Br 5.274 1.021 7.923
81 H 6.686 0.741 9.929
82 C -6.358 -5.882 -2.812
83 Br -7.398 -7.047 -3.936
84 Br -7.162 -4.145 -2.648
85 Br -6.013 -6.671 -1.092
86 H -5.402 -5.745 -3.293

***

# 2
Density functional theory data (the ωB97M-V functional and the def2-TZVPD basis) for C4H5NO as an isolated structure in a non-equilibrium geometry.

The value obtained for the HOMO energy is -8.6 eV. For the max |F|, the calculation gives 1.59 eV/A. Its molar mass is 83.090 g mol⁻¹. As for the frontier orbital gap: 8.56 eV. The value obtained for the energy relative to the best compared isomer or geometry (same formula, charge and spin) is 5.975 eV.

CARTESIAN COORDINATES (ANGSTROEM)
1 C -1.817 0.005 0.242
2 C -0.332 0.107 0.089
3 C 0.505 1.113 -0.341
4 C 1.747 0.431 -0.218
5 N 1.654 -0.951 0.282
6 O 0.333 -1.115 0.406
7 H -2.107 -0.847 0.868
8 H -2.206 0.931 0.682
9 H -2.297 -0.113 -0.741
10 H 1.824 -0.558 -0.998
11 H 2.767 0.824 -0.246